{
  "formula": "C48H132N12O12",
  "method": "ωB97M-V/def2-TZVPD",
  "homo_ev": -8.15,
  "lumo_ev": 0.478,
  "max_force_ev_per_a": 2.5,
  "e_above_lowest_kj_mol": 370.27,
  "smiles": "COC[C@H](C)N.COC[C@H](C)N.COC[C@H](C)N.COC[C@H](C)N.COC[C@H](C)N.COC[C@H](C)N.COC[C@H](C)N.COC[C@H](C)N.COC[C@H](C)N.COC[C@H](C)N.COC[C@H](C)N.COC[C@H](C)N",
  "e_tot_ev": -94359.4409,
  "orbital_gap_ev": 8.63,
  "molar_mass_g_mol": 1069.66,
  "symbols": ["C", "O", "C", "C", "C", "N", "H", "H", "H", "H", "H", "H", "H", "H", "H", "H", "H", "C", "O", "C", "C", "C", "N", "H", "H", "H", "H", "H", "H", "H", "H", "H", "H", "H", "C", "O", "C", "C", "C", "N", "H", "H", "H", "H", "H", "H", "H", "H", "H", "H", "H", "C", "O", "C", "C", "C", "N", "H", "H", "H", "H", "H", "H", "H", "H", "H", "H", "H", "C", "O", "C", "C", "C", "N", "H", "H", "H", "H", "H", "H", "H", "H", "H", "H", "H", "C", "O", "C", "C", "C", "N", "H", "H", "H", "H", "H", "H", "H", "H", "H", "H", "H", "C", "O", "C", "C", "C", "N", "H", "H", "H", "H", "H", "H", "H", "H", "H", "H", "H", "C", "O", "C", "C", "C", "N", "H", "H", "H", "H", "H", "H", "H", "H", "H", "H", "H", "C", "O", "C", "C", "C", "N", "H", "H", "H", "H", "H", "H", "H", "H", "H", "H", "H", "C", "O", "C", "C", "C", "N", "H", "H", "H", "H", "H", "H", "H", "H", "H", "H", "H", "C", "O", "C", "C", "C", "N", "H", "H", "H", "H", "H", "H", "H", "H", "H", "H", "H", "C", "O", "C", "C", "C", "N", "H", "H", "H", "H", "H", "H", "H", "H", "H", "H", "H"],
  "xyz": [[1.752863, 5.739331, -4.246690], [1.847263, 4.565244, -5.035396], [1.453069, 3.392989, -4.337228], [1.848879, 2.235602, -5.202388], [1.337248, 0.851136, -4.736378], [3.307219, 2.173295, -5.386682], [0.778036, 6.207542, -4.399135], [2.498094, 6.469245, -4.576130], [2.031351, 5.491685, -3.219963], [2.016482, 3.269265, -3.399637], [0.401375, 3.416373, -4.036017], [1.320864, 2.293480, -6.166799], [1.542196, 0.141273, -5.536530], [0.264339, 0.951890, -4.568575], [1.881150, 0.504525, -3.855654], [3.534782, 3.053371, -5.843574], [3.480024, 1.407707, -6.029639], [5.403074, 2.176526, 3.906460], [4.211497, 1.878967, 3.220190], [4.317546, 2.315299, 1.870753], [3.020066, 1.819632, 1.184353], [2.837023, 2.250436, -0.274878], [1.801199, 2.333747, 1.936045], [6.254790, 1.545484, 3.623359], [5.350194, 2.084373, 4.990394], [5.751788, 3.193300, 3.689724], [4.260060, 3.406334, 1.906043], [5.131077, 1.868896, 1.296237], [2.789130, 0.755007, 1.256520], [3.371554, 1.574280, -0.948930], [3.060723, 3.287332, -0.535874], [1.814584, 2.110346, -0.632526], [1.842777, 3.345301, 1.781497], [2.223306, 2.244285, 2.866735], [6.912180, -3.605895, -5.142462], [5.725488, -3.971201, -4.475664], [4.537440, -3.672064, -5.215931], [4.323386, -2.150631, -5.499852], [4.317350, -1.291786, -4.291100], [3.063854, -1.961533, -6.201015], [7.080776, -4.152809, -6.078129], [7.751089, -3.844744, -4.489137], [6.953224, -2.542323, -5.391609], [4.514959, -4.096681, -6.226668], [3.818248, -4.114689, -4.529507], [5.061191, -1.799563, -6.224630], [3.373650, -1.207630, -3.747009], [4.551447, -0.255336, -4.554538], [5.086793, -1.554576, -3.561196], [2.242026, -2.255563, -5.681601], [3.002826, -2.479726, -7.071729], [-3.987964, 0.916216, 4.121543], [-5.147840, 1.691809, 4.121623], [-5.837503, 1.646985, 5.365646], [-7.040679, 2.574546, 5.232498], [-7.918124, 2.885347, 6.430973], [-7.957348, 2.082014, 4.178974], [-3.367182, 1.112622, 5.007034], [-3.320197, 1.292270, 3.334835], [-4.194345, -0.125916, 3.870958], [-6.128980, 0.639392, 5.679166], [-5.102897, 2.041798, 6.079086], [-6.598143, 3.560207, 5.022577], [-8.556347, 3.744527, 6.226665], [-7.264489, 3.139638, 7.273803], [-8.549110, 2.067604, 6.782898], [-7.395531, 1.858306, 3.365713], [-8.700717, 2.747887, 4.042668], [-4.921158, -2.498757, 2.301023], [-6.191291, -2.728126, 2.838033], [-6.686342, -1.566570, 3.459383], [-8.140265, -1.767184, 3.919098], [-9.062639, -1.588996, 2.736330], [-8.433737, -0.808674, 4.997197], [-4.986290, -1.893014, 1.385239], [-4.549573, -3.432477, 1.867967], [-4.125704, -2.090072, 2.927138], [-6.097736, -1.314747, 4.353064], [-6.575452, -0.645658, 2.869233], [-8.280222, -2.718999, 4.431787], [-8.752143, -2.276835, 1.945251], [-9.097935, -0.561087, 2.366905], [-10.115819, -1.770143, 2.975840], [-9.394633, -0.975948, 5.282966], [-8.448834, 0.168669, 4.707786], [6.143589, -6.934406, 0.473566], [6.513136, -5.593841, 0.185171], [5.753837, -5.046643, -0.893964], [4.257987, -4.911933, -0.564388], [3.439394, -4.769791, -1.821779], [4.104912, -3.743701, 0.314975], [5.874120, -7.472426, -0.437617], [5.291820, -7.024414, 1.155580], [6.942046, -7.446067, 1.009806], [6.106934, -4.013346, -0.924141], [5.901870, -5.576323, -1.838697], [3.870238, -5.739769, 0.039856], [2.396141, -4.482742, -1.633577], [3.448019, -5.676082, -2.425653], [3.697987, -3.888815, -2.418991], [4.746600, -3.822139, 1.094656], [3.130769, -3.755890, 0.595457], [-1.933565, 7.058325, -1.964888], [-0.986232, 6.026167, -1.849998], [-1.558412, 4.723177, -1.741382], [-2.016519, 4.435335, -0.341777], [-0.899648, 4.656358, 0.679360], [-2.535805, 3.075253, -0.233564], [-2.741034, 7.054998, -1.223366], [-2.423191, 7.070721, -2.943050], [-1.436434, 8.012227, -1.794420], [-2.355970, 4.621850, -2.483403], [-0.757863, 4.011345, -1.967922], [-2.788630, 5.199409, -0.163484], [-1.076850, 4.277024, 1.689251], [-0.707233, 5.728465, 0.723151], [0.024787, 4.124883, 0.432976], [-3.078694, 2.796904, -1.056738], [-3.227401, 3.049726, 0.510731], [1.232709, -7.689451, 1.276412], [0.521721, -7.084976, 2.365089], [-0.815952, -6.735735, 2.190967], [-1.055505, -5.758097, 0.982649], [-0.518454, -4.349787, 1.199359], [-2.441721, -5.636915, 0.526050], [2.156653, -7.959887, 1.781283], [1.417213, -7.030316, 0.427658], [0.656848, -8.564786, 0.962028], [-1.463798, -7.609450, 2.034449], [-1.122478, -6.183665, 3.083144], [-0.467184, -6.300364, 0.238900], [0.572923, -4.371609, 1.211110], [-0.846579, -3.862649, 2.119177], [-0.872845, -3.774119, 0.344430], [-2.947167, -5.188206, 1.287587], [-2.941270, -6.504394, 0.364006], [1.020794, -1.745410, -1.504689], [-0.187549, -1.094337, -1.802966], [-0.473583, 0.029818, -1.008346], [-0.907222, -0.223761, 0.459546], [-2.328773, -0.725810, 0.659614], [-0.800077, 1.108785, 1.110211], [1.400089, -2.171518, -2.440818], [0.802960, -2.609814, -0.865116], [1.842873, -1.153037, -1.088981], [0.322297, 0.778395, -1.041521], [-1.304243, 0.529852, -1.518904], [-0.146169, -0.886763, 0.884925], [-2.596423, -0.772852, 1.716642], [-2.536924, -1.681996, 0.181309], [-2.952294, 0.104007, 0.309398], [-1.320227, 1.803579, 0.544534], [0.174983, 1.389717, 1.007017], [-6.562662, 4.121948, -6.068344], [-5.384675, 3.829157, -5.353881], [-5.336792, 2.471392, -4.872955], [-4.252446, 2.423001, -3.797003], [-3.661042, 0.988447, -3.756538], [-4.757137, 2.738129, -2.472895], [-7.206210, 4.818304, -5.530289], [-7.144808, 3.259967, -6.409448], [-6.307154, 4.578620, -7.030543], [-6.294498, 2.271611, -4.384490], [-5.144186, 1.821279, -5.727375], [-3.458627, 3.104587, -4.104624], [-2.770050, 1.005890, -3.131359], [-3.229716, 0.836775, -4.752664], [-4.344859, 0.168052, -3.558213], [-5.582262, 2.173142, -2.281486], [-5.158759, 3.675889, -2.442125], [-2.546691, 4.314819, 5.535371], [-1.754487, 3.238923, 5.993180], [-1.019188, 2.628832, 4.891893], [-0.312248, 1.341707, 5.332234], [0.951760, 1.614217, 6.139064], [0.087254, 0.589369, 4.152670], [-3.458537, 3.998735, 5.021303], [-2.016563, 5.053019, 4.922917], [-2.802988, 4.832886, 6.462599], [-1.653605, 2.469458, 4.017387], [-0.359647, 3.496581, 4.740498], [-1.056395, 0.734266, 5.853024], [1.768353, 2.036357, 5.547471], [1.382462, 0.679610, 6.501676], [0.735621, 2.298480, 6.961324], [-0.680181, 0.364098, 3.513592], [0.529530, 1.210124, 3.470840], [8.925090, -2.397774, -0.367736], [8.414236, -1.248849, 0.217201], [7.020497, -1.219191, 0.334563], [6.356798, -0.923867, -1.053646], [6.933916, 0.262681, -1.779422], [4.858804, -0.844832, -0.899660], [8.767389, -2.436727, -1.455003], [8.600378, -3.357339, 0.055610], [10.014537, -2.446416, -0.279120], [6.640417, -2.171458, 0.722928], [6.739704, -0.414581, 1.014840], [6.510386, -1.783551, -1.721356], [7.940127, 0.022373, -2.135959], [7.049264, 1.177642, -1.193929], [6.330296, 0.497543, -2.658248], [4.804039, -1.614852, -0.231773], [4.574847, -1.190146, -1.808801]],
  "forces_ev_per_a": [[0.516, 0.005, -0.380], [0.049, -0.023, 0.231], [0.736, -0.006, 0.303], [-0.737, -1.868, -0.714], [0.434, 0.970, 0.181], [-0.700, 0.551, 0.103], [-0.138, -0.128, 0.622], [0.025, -0.205, -0.276], [-0.570, 0.241, 0.212], [0.139, 0.331, 0.057], [-0.220, -0.077, -0.426], [0.154, 0.730, -0.099], [-0.153, -0.080, 0.014], [-0.001, -0.416, 0.198], [-0.288, 0.067, 0.216], [0.440, -0.224, -0.051], [0.216, 0.131, -0.089], [1.107, 0.316, 0.178], [0.925, -0.226, 0.134], [-2.205, -1.137, -0.474], [-2.105, 0.950, -0.436], [0.241, -0.726, -0.730], [2.220, 0.629, 0.328], [-0.252, -0.293, -0.320], [-0.736, -0.098, -0.052], [-0.252, 0.158, 0.026], [0.568, 0.139, -0.520], [0.547, 0.318, 0.378], [1.194, -0.263, -0.096], [0.514, 0.266, 0.110], [0.365, 0.040, 0.388], [-0.252, 0.015, 0.577], [-0.398, 0.010, 0.076], [-0.954, 0.120, 0.388], [0.437, -0.012, -0.061], [0.130, 0.151, -0.757], [0.856, 0.917, 0.477], [-0.880, -1.269, -0.234], [0.749, 1.433, 1.062], [-0.846, 0.023, -0.664], [-0.296, -0.151, -0.014], [-0.083, 0.063, 0.100], [-0.031, 0.072, 0.166], [0.141, -0.700, 0.233], [-0.758, 0.287, -0.585], [0.318, -0.163, 0.272], [-0.173, -0.500, -0.220], [-0.116, -0.011, -0.084], [0.081, -0.368, -0.236], [0.241, 0.072, 0.369], [0.307, 0.075, -0.025], [1.173, 0.531, -0.744], [-0.831, -0.026, -0.211], [0.085, 0.426, 0.401], [-0.703, 0.484, -0.307], [0.752, -0.448, 1.167], [1.191, -0.209, 0.633], [-0.433, -0.619, 0.341], [-0.398, -0.062, -0.281], [0.104, -0.113, 0.603], [0.004, -0.121, -0.262], [-0.426, 0.024, 0.476], [0.050, -0.089, -0.601], [0.029, 0.014, -0.093], [-0.190, 0.195, 0.011], [0.057, -0.181, -0.299], [-0.455, 0.398, -0.376], [0.070, 0.072, -0.561], [0.389, -0.635, -1.918], [0.180, 0.416, 0.230], [-0.239, 0.179, 1.495], [0.139, 1.312, 0.243], [-0.704, -0.451, -0.400], [-0.329, 0.012, 0.371], [-0.090, 0.520, 0.307], [-0.068, -0.241, 0.474], [-0.413, 0.035, 0.549], [0.073, -0.411, 0.119], [-0.256, -0.248, -0.602], [0.319, -0.391, -0.589], [-0.205, 0.156, -0.186], [0.585, 0.029, -0.020], [0.122, -0.403, 0.156], [0.091, -0.136, 0.207], [0.321, -0.055, -0.368], [-0.137, -0.112, 0.330], [-0.294, -0.576, -0.151], [-0.479, 0.335, 0.991], [0.329, 0.125, 0.515], [-0.912, 0.916, -0.273], [-0.217, 0.214, -0.840], [0.207, -0.118, -0.085], [-0.207, 0.360, -0.084], [0.340, 0.180, -0.335], [0.147, -0.077, -0.653], [0.217, -0.073, 0.064], [0.306, -0.618, -0.591], [-0.082, -0.619, 0.481], [0.083, 0.061, -0.078], [0.838, -0.265, -0.046], [-0.366, -0.120, 0.282], [0.215, 0.375, 0.641], [-0.364, 0.476, 0.115], [-0.127, -0.206, 0.115], [0.929, 0.148, -0.343], [-0.440, 0.211, 0.802], [0.363, 0.125, 0.013], [-0.631, -0.014, -0.408], [0.093, -0.438, 0.150], [0.129, -0.063, -0.172], [0.265, -0.072, -0.253], [-0.171, -0.170, 0.064], [0.013, 0.074, -0.269], [-0.148, -0.218, 0.352], [-0.706, 0.139, -0.075], [0.276, -0.062, 0.158], [-0.028, 0.129, -0.535], [0.101, 0.279, 0.046], [0.205, -0.085, 0.154], [-0.827, 0.005, 1.242], [0.659, 0.373, -0.022], [-0.924, 1.335, -0.778], [0.280, -1.294, 0.497], [0.311, -0.413, -0.447], [-0.157, 0.196, 0.661], [0.202, -0.292, -0.531], [0.040, 0.110, 0.038], [0.311, -0.163, -0.271], [0.084, -0.119, 0.103], [0.011, -0.421, 0.270], [-0.234, 0.648, -0.736], [0.007, 0.137, 0.038], [-0.193, -0.195, 0.057], [0.209, 0.272, 0.066], [-0.163, 0.110, -0.197], [0.408, -0.225, -0.002], [0.029, -1.092, -0.389], [0.263, 0.271, -0.116], [-1.245, -0.026, -0.087], [0.740, 1.071, -0.315], [0.206, 0.584, -0.011], [0.102, -0.496, -0.248], [-0.038, 0.086, -0.031], [0.296, 0.149, 0.262], [-0.350, 0.374, 0.172], [0.415, -0.340, 0.181], [-0.127, -0.060, 0.065], [-0.184, -0.083, 0.319], [0.394, -0.269, 0.113], [-0.140, 0.129, -0.181], [-0.328, -0.407, -0.469], [0.039, -0.533, 0.324], [-0.159, 0.159, 0.593], [-0.062, 0.311, -1.095], [-0.271, -0.527, 0.166], [0.129, 1.527, 0.114], [-0.410, -1.895, -0.405], [1.039, 1.229, -1.098], [-0.540, 0.836, 0.429], [-0.050, -0.096, 0.184], [0.064, -0.306, 0.609], [0.241, 0.327, 0.207], [-0.107, -0.478, -0.235], [-0.060, -0.264, 0.102], [-0.017, 0.115, 0.241], [-0.313, -0.369, 0.532], [-0.205, -0.311, -0.041], [-0.123, 0.152, 0.341], [0.298, -0.376, 0.022], [0.390, 0.102, -0.163], [0.032, 0.214, 1.170], [-0.552, -0.894, -0.711], [0.072, 1.589, 1.473], [0.034, 0.572, -1.107], [-0.124, -0.163, 0.443], [0.074, -0.264, -1.462], [0.029, -0.139, -0.122], [0.269, -0.268, -0.208], [-0.379, 0.127, -0.191], [-0.051, -0.061, 0.058], [0.766, -0.781, -1.103], [0.210, 0.083, 0.410], [-0.357, 0.249, -0.350], [-0.273, -0.020, 0.258], [0.105, -0.122, 0.113], [-0.453, -0.261, 0.727], [0.585, 0.110, 0.508], [0.917, -1.025, -0.954], [0.387, 0.286, 0.758], [-0.701, 0.333, -1.546], [-0.373, -0.129, 0.178], [0.604, 0.317, -0.252], [1.988, 0.044, 0.645], [-0.355, 0.035, 0.053], [-0.545, 0.261, 0.199], [-0.055, 0.540, 0.324], [-0.021, -0.034, 0.076], [0.145, 0.022, 0.114], [0.486, -0.155, 0.224], [-0.034, -0.006, -0.003], [-0.298, -0.104, 0.230], [-0.066, 0.012, 0.044], [-1.463, -0.152, -0.355], [-0.786, -0.115, 0.370]]
}